Record 1
DFT (wB97M-V/def2-TZVPD) results for a molecular structure, C29H36BCaCl5N5O9P at a distorted geometry.

Positions of all 87 atoms, in Å:
Ca (-0.243800, -0.096600, -0.400300)
O (4.281200, -0.167600, 4.202500)
C (3.233500, 0.174400, 4.901000)
O (3.316000, 0.507800, 6.070500)
C (1.909900, 0.129600, 4.216600)
C (0.690600, 0.285300, 4.860100)
Cl (0.406500, 0.621500, 6.503700)
N (-0.296800, 0.201300, 3.928800)
N (0.235300, 0.014400, 2.715300)
C (1.542700, -0.037900, 2.843900)
C (2.415300, -0.312600, 1.627900)
O (3.597800, -0.695900, 1.871100)
O (1.932200, -0.176500, 0.510800)
C (-1.692400, 0.252000, 4.080300)
C (-2.462600, 0.753200, 3.029100)
C (-3.838800, 0.789100, 3.159100)
C (-4.457900, 0.324400, 4.308000)
C (-3.686100, -0.191100, 5.338300)
C (-2.309000, -0.229500, 5.234000)
H (4.035000, -0.426400, 3.180000)
H (-1.987300, 1.084200, 2.115200)
H (-4.418800, 1.188400, 2.343800)
H (-5.534600, 0.345000, 4.401800)
H (-4.160300, -0.577200, 6.230400)
H (-1.723000, -0.636100, 6.041700)
Cl (-0.081700, 6.034800, -3.608400)
C (-0.067000, 4.326800, -3.326100)
C (-0.053100, 3.446000, -4.382700)
Cl (-0.027500, 4.033700, -6.013100)
C (-0.068100, 2.071500, -4.119100)
Cl (-0.112800, 0.970500, -5.473200)
C (-0.082000, 1.532500, -2.833800)
O (-0.112800, 0.275900, -2.593200)
C (-0.062700, 2.463900, -1.713000)
O (-0.052500, 2.018100, -0.524000)
C (-0.080200, 3.828200, -2.022500)
Cl (-0.132800, 4.938200, -0.687300)
C (-5.010800, -0.688700, -2.933100)
C (-4.613000, -0.347600, -1.496600)
C (-5.687400, -0.910500, -0.548700)
O (-3.384700, -0.979100, -1.163000)
B (-2.561900, -0.120300, -0.409900)
O (-3.217600, 1.105900, -0.327800)
C (-4.307200, 1.162000, -1.238700)
C (-3.804300, 1.884600, -2.497600)
C (-5.456200, 1.971500, -0.631800)
H (-5.260300, -1.747000, -2.996500)
H (-4.192700, -0.496200, -3.619000)
H (-5.882400, -0.107100, -3.230400)
H (-5.712000, -1.993500, -0.667100)
H (-6.669300, -0.500700, -0.780500)
H (-5.420800, -0.688800, 0.482200)
H (-2.976400, 1.329300, -2.933000)
H (-3.418700, 2.860900, -2.209200)
H (-4.595100, 2.013700, -3.236200)
H (-5.764100, 1.574800, 0.332900)
H (-6.312000, 1.982200, -1.307800)
H (-5.111800, 2.992300, -0.477600)
C (1.543300, -4.912200, 0.576600)
N (1.683700, -4.347900, -0.737700)
C (2.532000, -5.084000, -1.630800)
P (0.529900, -3.199300, -1.223500)
O (0.186900, -2.347200, -0.084500)
N (1.286400, -2.605500, -2.584200)
C (0.579100, -2.345200, -3.822900)
C (2.319400, -1.631500, -2.264500)
N (-0.835000, -4.029400, -1.774300)
C (-2.055600, -3.953500, -1.009100)
C (-0.712100, -5.225000, -2.561900)
H (2.509100, -4.937700, 1.090600)
H (1.145200, -5.938500, 0.544300)
H (0.861500, -4.280000, 1.142000)
H (3.556000, -5.098000, -1.242300)
H (2.528400, -4.589300, -2.598300)
H (2.197700, -6.125200, -1.751500)
H (-0.394100, -2.829100, -3.794800)
H (1.159000, -2.734200, -4.669000)
H (0.417900, -1.273600, -3.965600)
H (2.551500, -1.686200, -1.201800)
H (1.973500, -0.616400, -2.474300)
H (3.222800, -1.834600, -2.850200)
H (-2.091200, -2.991100, -0.501300)
H (-2.133900, -4.769000, -0.276300)
H (-2.908600, -4.018500, -1.688600)
H (0.211300, -5.198100, -3.132100)
H (-1.557800, -5.288000, -3.254400)
H (-0.720600, -6.131600, -1.939700)

Atomic forces in eV per Å
2.3 -0.7 1.1
0.0 -0.2 -0.7
0.1 0.0 0.2
0.0 0.0 -0.1
-0.4 0.0 0.0
0.5 0.0 -0.3
0.0 0.1 0.1
1.0 0.0 0.3
-0.1 -0.1 -0.9
0.0 0.0 0.5
0.4 -0.1 0.4
0.2 0.1 0.3
-0.2 0.1 -0.2
-0.9 0.1 -0.1
0.4 -0.1 0.2
0.0 0.0 0.0
0.0 -0.1 0.1
-0.2 0.0 0.0
0.2 0.0 -0.2
-0.2 0.1 0.4
0.0 0.0 0.0
-0.1 0.0 -0.2
-0.1 0.0 0.0
0.0 0.0 0.1
0.0 -0.1 -0.1
0.0 0.2 -0.1
0.0 -0.1 -0.2
0.0 0.3 0.1
0.0 0.1 -0.2
0.0 -0.1 -0.2
0.0 -0.2 0.0
0.1 1.0 -0.4
-0.1 -0.8 -0.1
0.0 0.6 -0.8
0.1 0.7 0.5
0.0 0.1 0.2
0.0 0.0 0.2
0.2 0.1 0.3
-0.6 0.1 0.1
0.4 0.1 -0.2
-0.2 -0.3 -0.4
-1.9 -0.6 0.4
-0.4 0.6 0.3
-0.3 0.2 -0.5
0.0 -0.2 0.3
0.4 -0.2 0.0
0.0 -0.1 0.0
0.1 0.1 -0.1
-0.1 0.1 -0.1
0.0 -0.1 0.0
-0.2 0.0 0.1
0.0 0.0 0.1
0.1 0.0 -0.1
0.0 0.1 0.0
0.0 0.0 -0.1
-0.1 -0.1 0.0
-0.1 0.0 0.0
0.0 0.1 0.0
-0.1 0.0 0.2
-0.6 0.7 -0.1
0.1 0.0 0.0
0.8 -2.4 -1.7
-0.3 0.2 0.5
-1.0 0.1 0.9
-0.1 0.1 -0.5
0.6 0.1 0.0
0.6 0.5 0.3
-0.2 0.3 0.2
0.1 0.0 0.0
0.0 0.0 0.0
0.0 0.0 0.0
0.1 -0.1 0.2
0.0 -0.1 0.0
0.1 -0.1 -0.1
0.0 0.0 0.0
0.0 0.0 -0.1
0.0 -0.1 0.0
0.0 -0.2 0.1
0.2 0.1 0.0
0.0 -0.1 0.0
0.0 0.0 0.0
-0.2 -0.1 0.0
0.0 0.0 0.0
-0.1 0.1 0.0
0.1 -0.1 -0.2
0.1 0.0 -0.1
0.0 0.0 0.0

Values from the calculation:
* HOMO energy: -1.375 eV
* HOMO-LUMO gap: 5.4 eV
* charge: -2

***

Record 2
DFT (wB97M-V/def2-TZVPD) results for 8 unconnected molecules or ions with the total composition C29H36F8IN2O24.

Positions of all 100 atoms, in Å:
C (-3.434594, 0.137691, -2.138622)
C (-2.371887, 0.978264, -1.470610)
F (-2.084179, 2.080214, -2.281360)
C (-1.077298, 0.226283, -1.196207)
O (-0.412534, -0.028417, -2.424974)
C (0.565906, -1.029720, -2.239997)
I (1.638633, -1.276105, -4.036739)
C (1.560110, -0.731807, -1.112327)
N (0.835783, -0.244563, 0.116968)
C (1.718026, -0.034811, 1.299597)
O (2.685967, 0.924746, 0.989799)
N (3.985630, 0.483081, 1.623396)
O (4.868436, 0.969168, 1.098149)
C (-0.094352, 0.912380, -0.235121)
C (0.579238, 2.133071, -0.832943)
H (-3.282068, 0.147566, -3.218506)
H (-3.385887, -0.899942, -1.800603)
H (-4.433577, 0.520630, -1.931538)
H (-2.718443, 1.397899, -0.516825)
H (-1.316802, -0.749801, -0.748929)
H (0.083310, -1.987383, -2.053013)
H (2.069548, -1.657644, -0.838064)
H (2.290891, 0.027620, -1.379833)
H (0.183302, -0.993424, 0.409614)
H (1.054092, 0.270914, 2.112691)
H (2.183722, -0.997239, 1.531755)
H (-0.597673, 1.175563, 0.698243)
H (-0.202153, 2.861568, -1.040272)
H (1.283162, 2.587803, -0.137735)
H (1.081060, 1.912661, -1.774957)
C (-3.023188, 0.205853, 3.175879)
C (-3.743918, -1.096846, 3.489362)
O (-3.347421, -1.941536, 2.394307)
C (-2.209941, -1.474842, 1.893430)
O (-1.492214, -2.044886, 1.114561)
O (-1.913723, -0.258735, 2.376548)
F (-5.078604, -0.962915, 3.467939)
H (-3.657255, 0.846146, 2.563427)
H (-2.660826, 0.754651, 4.036353)
H (-3.442965, -1.590816, 4.413574)
C (2.506325, -0.220823, 4.723902)
C (2.704101, 0.150445, 6.185131)
O (1.923182, -0.820094, 6.845853)
C (1.761839, -1.902428, 6.037744)
O (1.293881, -2.936009, 6.360263)
O (2.220982, -1.611273, 4.785857)
F (2.215801, 1.381407, 6.460098)
H (1.626126, 0.311033, 4.349636)
H (3.363706, -0.044948, 4.081369)
H (3.732608, 0.091818, 6.544244)
C (2.026195, -4.480926, -8.150635)
C (2.659879, -3.738491, -6.985958)
O (1.976612, -4.266970, -5.874042)
C (1.446258, -5.481091, -6.206957)
O (0.956645, -6.228183, -5.430531)
O (1.578696, -5.689431, -7.533559)
F (2.424222, -2.399373, -7.035594)
H (1.163633, -3.918609, -8.512973)
H (2.704777, -4.712005, -8.964800)
H (3.732574, -3.892304, -6.860258)
C (-5.897238, 2.568974, 6.985375)
C (-4.558337, 1.961507, 7.374062)
O (-3.912494, 1.823080, 6.115584)
C (-4.484430, 2.686112, 5.230760)
O (-4.041864, 2.903605, 4.148130)
O (-5.589986, 3.231790, 5.752871)
F (-4.689144, 0.739444, 7.931595)
H (-6.617645, 1.772421, 6.793427)
H (-6.294186, 3.286556, 7.695025)
H (-3.933973, 2.580936, 8.018799)
C (-0.562650, -5.304243, 0.316817)
C (0.476233, -5.292003, -0.791651)
O (1.615796, -5.795563, -0.152419)
C (1.227173, -6.536625, 0.935003)
O (1.944229, -7.231301, 1.561968)
O (-0.095713, -6.350588, 1.161508)
F (0.738557, -4.008691, -1.201824)
H (-0.506365, -4.350123, 0.841617)
H (-1.581006, -5.502997, -0.001566)
H (0.254070, -5.889869, -1.675608)
C (-2.294805, 5.073727, -1.597745)
C (-2.742824, 6.522960, -1.685837)
O (-2.060556, 7.119303, -0.599736)
C (-0.982849, 6.362082, -0.275615)
O (-0.121088, 6.676184, 0.471484)
O (-1.029689, 5.181256, -0.946950)
F (-4.075402, 6.654119, -1.501718)
H (-2.987294, 4.526686, -0.953945)
H (-2.181244, 4.564073, -2.548045)
H (-2.464717, 7.040236, -2.605418)
C (5.464890, 3.094477, -4.394034)
C (4.414007, 2.168595, -3.804363)
O (4.332610, 1.145252, -4.762723)
C (5.509749, 1.101355, -5.462245)
O (5.816371, 0.224912, -6.192635)
O (6.249913, 2.193944, -5.174637)
F (3.198529, 2.761803, -3.677444)
H (4.982954, 3.825949, -5.045391)
H (6.097254, 3.587510, -3.663000)
H (4.679811, 1.739075, -2.834680)

Atomic forces in eV per Å
-0.1 -0.1 -0.1
0.2 0.2 0.2
-0.1 0.0 0.1
0.2 -0.1 -0.2
0.2 0.0 0.1
-0.1 0.0 0.1
0.1 0.0 -0.1
0.0 0.0 0.0
-0.1 -0.1 -0.1
-0.1 0.1 -0.1
0.1 -0.3 0.1
0.0 -0.3 -0.2
0.0 0.3 0.0
-0.3 0.1 -0.2
0.2 0.0 0.1
0.1 0.0 0.1
0.0 0.1 0.0
0.1 0.0 0.0
-0.1 -0.1 0.0
-0.5 0.2 0.0
-0.1 0.0 0.1
0.0 0.1 -0.1
-0.1 0.0 0.0
0.1 0.0 0.1
0.1 0.1 0.0
-0.1 0.0 0.1
0.0 -0.1 0.0
0.1 0.0 0.0
0.0 0.0 0.0
0.0 0.0 0.0
-0.1 -0.1 -0.1
0.1 0.0 0.0
0.0 -0.1 0.1
0.4 0.1 0.0
0.0 0.0 0.0
0.0 0.1 0.1
0.0 0.0 -0.1
0.0 0.0 0.1
0.1 -0.1 0.0
-0.1 0.0 0.0
-0.1 0.1 0.0
0.1 -0.1 0.0
0.1 -0.1 0.1
-0.1 0.0 -0.1
0.0 0.1 0.0
-0.1 -0.1 0.0
-0.1 0.0 0.0
0.1 0.1 0.0
0.1 -0.1 0.1
0.0 0.1 0.0
0.0 0.1 0.0
0.0 -0.1 0.0
0.1 -0.2 0.1
0.0 0.1 0.0
0.0 0.0 0.0
-0.1 -0.1 0.0
0.0 0.0 -0.1
0.1 0.0 -0.1
0.0 -0.1 0.0
0.0 0.1 0.0
0.0 -0.1 0.0
0.0 0.1 -0.1
0.1 0.1 0.0
0.0 0.0 -0.1
-0.1 0.0 0.1
0.0 0.0 -0.1
-0.1 -0.1 0.0
0.0 0.0 0.1
0.0 0.0 0.0
0.0 -0.1 0.1
0.1 0.1 -0.1
0.0 -0.1 0.0
0.0 -0.1 -0.1
0.0 0.0 0.1
0.0 0.1 0.0
0.1 0.0 0.1
0.0 0.1 0.0
-0.1 0.0 0.1
0.0 -0.1 0.0
0.0 0.1 -0.1
-0.2 0.0 0.0
0.2 0.0 0.0
0.1 0.1 -0.1
0.0 0.0 0.1
-0.1 0.0 0.0
0.0 -0.1 0.0
0.0 0.0 0.1
0.0 0.0 -0.1
0.0 0.1 0.0
-0.1 0.0 0.0
-0.1 0.0 0.0
0.1 0.0 0.0
0.1 -0.2 0.1
-0.1 0.0 -0.1
0.0 0.1 0.0
0.0 0.0 -0.1
0.0 0.0 -0.1
0.0 0.0 0.0
0.0 0.0 0.0
-0.1 0.0 0.0

Values from the calculation:
* HOMO energy: -12.027 eV
* HOMO-LUMO gap: 8.3 eV
* charge: +1